(1)
16
Properties=species:S:1:pos:R:3 method="wB97M-V/def2-TZVPD" de_lowest_kcal_mol=55.8 e_homo_ev=-14.31 orbital_gap_ev=9.4988 multiplicity=1 total_charge=+1
C 1.1703 0.0453 1.8833
C 0.6280 -0.3072 0.5055
C 1.2785 -0.9051 -0.5187
C -1.6436 0.5936 0.8817
N -0.6802 0.2610 0.1521
H 1.0997 0.9781 2.3417
H 2.2416 -0.1008 1.8641
H 0.8677 -0.6069 2.6372
H 0.8121 -0.8574 -1.5158
H 2.2194 -1.5652 -0.5839
H -2.5963 0.7908 0.6199
H -1.3037 0.8883 1.8596
H -0.9333 0.3763 -0.9178
H -0.6033 0.2821 -3.6580
H -1.6975 -0.1618 -2.8674
O -0.8592 0.2890 -2.6835



(2)
92
Properties=species:S:1:pos:R:3 method="wB97M-V/def2-TZVPD" e_homo_ev=-4.48 orbital_gap_ev=7.0851 multiplicity=1 total_charge=-1
Pd -2.4515 -0.1157 0.0855
C -2.2940 -0.0104 4.3716
C -2.8145 -0.2333 2.9641
O -1.9494 -0.0537 2.0450
C -4.1563 -0.5720 2.8182
C -4.8770 -0.6766 1.5986
C -6.3437 -1.0067 1.6587
N -4.3184 -0.4679 0.4387
N -5.1437 -0.5000 -0.6972
C -4.4549 -0.1345 -1.7552
O -3.2166 0.2413 -1.7591
C -5.1591 -0.1255 -3.0640
C -4.4085 -0.0551 -4.2328
C -5.0399 -0.0559 -5.4667
C -6.4228 -0.1232 -5.5419
C -7.1748 -0.1946 -4.3758
C -6.5475 -0.1973 -3.1423
H -1.2315 0.2228 4.3417
H -2.4543 -0.8906 4.9948
H -2.8187 0.8271 4.8338
H -4.7257 -0.7160 3.7261
H -6.6268 -1.2795 2.6734
H -6.5777 -1.8186 0.9723
H -6.9335 -0.1481 1.3362
H -3.3311 -0.0139 -4.1507
H -4.4487 -0.0075 -6.3723
H -6.9158 -0.1219 -6.5065
H -8.2555 -0.2483 -4.4303
H -7.1171 -0.2579 -2.2253
C 2.8838 3.0769 3.3914
C 2.4737 1.6702 3.8247
C 1.2846 1.8130 4.7779
C 3.6249 1.0107 4.5711
Sb 1.6656 0.6428 2.0218
C 3.3570 0.8304 0.6005
C 3.2358 -0.2901 -0.4288
C 3.1039 2.1477 -0.1420
C 4.7641 0.8308 1.1886
C 1.7941 -1.4896 2.5921
C 1.0469 -1.6768 3.9093
C 1.0180 -2.2350 1.5042
C 3.1924 -2.0821 2.7233
H 3.1509 3.6711 4.2739
H 2.0671 3.5938 2.8825
H 3.7444 3.0765 2.7256
H 1.5478 2.4926 5.5979
H 0.9950 0.8590 5.2220
H 0.4076 2.2241 4.2730
H 3.8814 1.6111 5.4535
H 4.5240 0.9239 3.9606
H 3.3617 0.0134 4.9258
H 2.2222 -0.3625 -0.8215
H 3.5219 -1.2648 -0.0304
H 3.8936 -0.0762 -1.2796
H 2.1342 2.1347 -0.6422
H 3.8719 2.2888 -0.9111
H 3.1298 3.0154 0.5182
H 4.9745 -0.0724 1.7608
H 4.9464 1.6885 1.8352
H 5.4949 0.8812 0.3719
H 0.0372 -1.2649 3.8584
H 1.5685 -1.2247 4.7542
H 0.9526 -2.7489 4.1182
H -0.0053 -1.8529 1.3979
H 0.9607 -3.2984 1.7648
H 1.4953 -2.1594 0.5268
H 3.7766 -1.6047 3.5126
H 3.7646 -2.0170 1.7986
H 3.1063 -3.1467 2.9756
C 3.5410 0.5748 -5.7443
C 2.5276 0.2525 -4.6820
C 1.6260 1.2097 -4.2394
C 0.6781 0.9300 -3.2602
C -0.2734 2.0170 -2.8410
C 0.6187 -0.3612 -2.7227
C 1.5057 -1.3462 -3.1679
C 1.4882 -2.7496 -2.6268
C 2.4546 -1.0180 -4.1289
C -0.4196 -0.7111 -1.6861
O -1.0847 -1.7247 -1.8451
O -0.5092 0.1000 -0.6873
H 3.7208 1.6484 -5.8029
H 3.2002 0.2419 -6.7277
H 4.4925 0.0802 -5.5433
H 1.6667 2.2110 -4.6557
H 0.0264 2.9684 -3.2804
H -0.3150 2.1107 -1.7588
H -1.2897 1.7892 -3.1690
H 1.2605 -2.7769 -1.5630
H 2.4531 -3.2290 -2.7990
H 0.7096 -3.3349 -3.1163
H 3.1604 -1.7785 -4.4480



(3)
24
Properties=species:S:1:pos:R:3 method="wB97M-V/def2-TZVPD" de_lowest_kcal_mol=74.9 s_squared=0.755 e_homo_ev="-14.35 / -14.35" orbital_gap_ev="10.3356 / 7.0783" multiplicity=2 total_charge=+1
C 1.4019 -0.8990 0.0160
C 1.6612 -1.9397 1.1144
C 1.0822 0.4282 0.9169
N 0.3084 1.4119 0.2343
C 0.2764 1.3285 -1.2001
C -1.0241 1.8163 0.9988
C -2.1790 1.2496 0.1989
O -2.2825 0.0810 -0.0818
H 0.6094 -1.0231 -0.6013
H 2.3898 -0.7001 -0.5238
H 2.6842 -1.9340 1.3610
H 0.7883 -1.9616 2.1206
H 1.4340 -2.9716 0.8812
H 0.5898 0.0321 1.7926
H 2.0565 0.9323 1.2791
H 0.9356 0.5269 -1.4912
H -0.7247 1.1408 -1.6932
H 0.6317 2.2503 -1.6337
H -0.9689 2.9257 0.8716
H -1.1068 1.6608 2.0126
H -2.9772 1.9378 0.0671
H -2.3868 -1.7227 -1.9797
H -1.4574 -2.5942 -1.9648
O -1.7422 -1.9762 -2.6954



(4)
18
Properties=species:S:1:pos:R:3 method="wB97M-V/def2-TZVPD" de_lowest_kcal_mol=46.4 e_homo_ev=-15.22 orbital_gap_ev=11.0078 multiplicity=1 total_charge=+1
C 0.7197 1.5015 0.8275
C 1.6038 0.7130 -1.4422
C 1.0019 0.3615 -0.0886
C -1.5842 -1.1000 0.7948
N -1.8531 -2.0963 0.0391
O -0.3388 -0.1536 -0.3870
Br -0.6956 -1.3805 2.4606
H 1.2560 2.3766 0.5240
H 1.0382 1.1893 1.7977
H -0.3313 1.6591 0.9739
H 1.3812 -0.1181 -2.1752
H 2.6665 1.1173 -1.4774
H 1.5763 -0.4912 0.5108
H 0.9141 1.4122 -1.8861
H -1.3346 -2.9717 -0.1179
H -2.4500 -0.4925 0.8271
H -2.7211 -2.1287 -0.5886
H -0.8490 0.6020 -0.5924



(5)
50
Properties=species:S:1:pos:R:3 method="wB97M-V/def2-TZVPD" de_lowest_kcal_mol=10.5 s_squared=2.021 e_homo_ev="-8.11 / -8.11" orbital_gap_ev="6.3114 / 6.0792" multiplicity=3
W 1.0319 -0.2617 0.4665
O -0.7582 0.0180 7.0932
C -0.1730 0.9562 6.5771
O 0.1833 2.0466 7.0036
C 0.2134 0.6739 5.1018
C 0.8216 1.6159 4.3153
C 0.9853 1.3951 2.9711
N 0.7135 0.1668 2.4866
C 0.0914 -0.7545 3.2825
C -0.1338 -0.5770 4.5908
C -0.1477 -1.9831 2.4857
O -0.5190 -3.0258 2.9358
O 0.0084 -1.7443 1.2043
H 1.0859 2.5280 4.8089
H 1.4850 2.0586 2.2539
H -0.5867 -1.3113 5.2053
C -2.1134 0.9137 0.7644
Si -0.6904 1.3710 -0.4487
C -0.3774 3.1984 -0.4747
C -1.2331 1.0311 -2.2383
C -2.4510 0.4267 -2.5873
C -2.7299 0.1776 -3.8965
C -1.8514 0.5562 -4.9309
C -0.6574 1.1638 -4.6181
C -0.3294 1.3930 -3.2732
H -2.9822 1.4097 0.4043
H -1.8217 1.3093 1.7533
H -2.2493 -0.1553 0.9134
H -1.4056 3.5766 -0.4177
H 0.1536 3.6186 -1.3053
H 0.1006 3.5682 0.4327
H -3.1802 0.1605 -1.7676
H -3.6899 -0.2922 -4.1890
H -2.0771 0.2933 -5.9567
H 0.0225 1.4528 -5.4906
H 0.5918 1.8179 -2.9613
Cl -0.2171 -4.1298 -3.7734
C 0.6472 -3.0997 -2.6595
C 1.4263 -3.7048 -1.6541
C 2.1546 -2.9315 -0.7859
C 2.3252 -1.4961 -1.0310
C 3.0749 -0.5950 -0.1118
C 1.5350 -0.9390 -2.0651
C 0.6521 -1.7591 -2.8371
H 1.4220 -4.7872 -1.5433
H 2.8085 -3.4722 -0.1012
H 3.4601 0.2807 -0.6454
H 3.7678 -0.9373 0.6491
H 1.5990 0.0939 -2.3955
H 0.0142 -1.3150 -3.5405



(6)
17
Properties=species:S:1:pos:R:3 method="wB97M-V/def2-TZVPD" de_lowest_kcal_mol=57.1 e_homo_ev=-9.05 smiles="C/P=N/CO.C=C" orbital_gap_ev=8.8182 multiplicity=1
C -2.5354 -1.3241 -0.7745
P -2.2789 -0.0666 0.5726
N -1.0107 0.6409 0.0058
C -0.2857 1.7095 0.5937
O 0.5014 2.3454 -0.3688
H -1.7737 -2.0985 -0.6985
H -2.4516 -0.8425 -1.7447
H -3.5155 -1.7869 -0.6725
H -0.9167 2.4948 1.0261
H 0.3570 1.3045 1.3974
H 0.9617 1.6605 -0.8699
C 2.3993 -0.7629 0.8619
C 1.9115 -0.5803 -0.3470
H 1.7990 -1.1502 1.6690
H 3.4247 -0.5329 1.0996
H 2.5257 -0.2048 -1.1512
H 0.8878 -0.8060 -0.5992